Density functional theory data (wB97M-V/def2-TZVPD) for a 10-piece molecular cluster, C48H56F12N14O24S12 overall in a non-equilibrium geometry.

Positions of all 166 atoms, in Å:
S1 5.19 -7.67 -1.79
S2 1.21 5.26 -7.95
S3 -6.67 3.51 -3.75
S4 1.42 1.40 4.76
S5 -0.92 1.40 5.01
S6 2.55 -1.17 -0.74
S7 1.39 0.40 -1.79
S8 7.98 1.35 1.56
S9 2.94 6.52 -8.57
S10 7.18 2.94 0.11
S11 -4.94 2.98 -5.28
S12 3.53 -7.47 -0.08
F1 4.46 6.92 -8.32
F2 2.53 -8.60 0.61
F3 6.33 -8.68 -2.46
F4 -2.09 1.84 6.07
F5 -3.32 3.08 -4.96
F6 -6.95 4.77 -2.78
F7 7.66 4.37 -0.44
F8 3.49 -2.32 -1.44
F9 9.15 1.19 2.72
F10 0.98 3.92 -7.09
F11 2.46 2.67 4.59
F12 0.79 0.84 -3.27
O1 3.62 -0.33 -0.12
O2 -0.82 -0.08 5.17
O3 5.97 3.43 0.77
O4 8.09 0.07 0.88
O5 -5.08 1.57 -4.92
O6 -1.51 1.80 3.75
O7 0.44 6.19 -7.19
O8 2.59 -6.64 -0.82
O9 0.71 4.84 -9.21
O10 -7.77 3.77 -4.73
O11 4.50 -7.24 -2.99
O12 2.21 0.55 5.65
O13 0.16 0.61 -0.99
O14 2.37 1.45 -1.85
O15 -5.02 3.34 -6.69
O16 4.19 -6.84 1.09
O17 2.33 7.75 -8.00
O18 6.08 -6.74 -1.14
O19 7.04 2.17 -1.13
O20 2.92 6.49 -10.05
O21 1.80 -1.92 0.22
O22 -6.78 2.38 -2.85
O23 6.88 1.33 2.57
O24 1.20 0.93 3.39
N1 -5.26 1.02 -10.57
N2 -0.47 5.83 -0.73
N3 -0.99 -3.28 -6.88
N4 6.00 8.16 -2.20
N5 2.92 5.29 -7.72
N6 -3.73 -2.39 0.36
N7 1.70 -0.96 -2.16
N8 0.20 2.28 5.51
N9 -6.40 -3.41 6.77
N10 -5.36 4.13 -4.10
N11 4.44 -8.66 -0.92
N12 3.98 -3.71 6.86
N13 0.07 -5.29 12.45
N14 8.50 2.70 1.09
C1 1.26 -5.88 12.31
C2 -1.78 -1.09 -7.56
C3 3.97 8.31 -0.87
C4 5.28 8.70 -1.15
C5 -3.13 0.05 -10.10
C6 1.94 -4.45 7.76
C7 4.93 -3.57 5.69
C8 0.87 6.97 -2.29
C9 -6.89 -3.87 8.09
C10 -1.81 5.26 -0.46
C11 -0.43 -4.36 11.50
C12 -6.05 -4.36 5.90
C13 3.93 7.17 -2.91
C14 -2.88 -1.66 -8.21
C15 2.43 -4.33 9.04
C16 2.74 -4.20 6.65
C17 -5.33 -1.72 2.06
C18 0.16 -3.99 -6.37
C19 -3.92 0.99 -10.78
C20 -3.33 -2.50 -1.05
C21 -0.66 -5.64 13.69
C22 1.63 -4.64 10.26
C23 1.97 6.96 -1.38
C24 -5.83 0.17 -9.72
C25 0.37 -4.03 10.42
C26 2.02 -5.65 11.15
C27 -6.06 2.08 -11.30
C28 -0.82 -1.92 -6.97
C29 -3.01 -3.15 1.23
C30 1.80 6.26 -0.20
C31 -4.95 -1.74 0.70
C32 3.76 -3.97 9.19
C33 -3.14 -3.03 -8.09
C34 5.25 7.56 -3.14
C35 0.55 5.73 0.16
C36 -3.49 -3.22 2.53
C37 4.55 -3.63 8.03
C38 -5.52 -1.78 5.23
C39 -0.38 6.43 -1.93
C40 -4.66 -2.50 2.97
C41 -5.18 -2.75 4.29
C42 7.45 8.28 -2.26
C43 -2.11 -3.87 -7.43
C44 -5.51 -4.07 4.63
C45 -5.06 -0.79 -8.97
C46 3.34 7.47 -1.79
C47 -6.15 -2.12 6.43
C48 -3.69 -0.81 -9.12
H1 0.78 -4.11 -7.26
H2 -3.99 -3.39 -8.65
H3 -7.36 -3.02 8.58
H4 0.37 5.23 1.10
H5 0.84 -3.44 -5.71
H6 0.93 7.48 -3.24
H7 5.15 -4.55 5.28
H8 -1.94 5.09 0.61
H9 -1.59 -0.03 -7.64
H10 -5.47 -1.22 -8.07
H11 -1.86 4.27 -0.93
H12 4.38 -3.09 4.88
H13 -5.87 3.08 -10.90
H14 -1.64 -5.16 13.77
H15 5.62 -3.52 8.17
H16 7.68 9.17 -2.85
H17 5.91 -3.10 5.84
H18 -1.24 6.57 -2.57
H19 -2.61 5.91 -0.83
H20 -2.26 -4.93 -7.52
H21 7.83 8.42 -1.24
H22 2.44 -4.21 5.61
H23 2.68 6.22 0.43
H24 5.72 7.30 -4.08
H25 -7.08 1.72 -11.25
H26 -0.03 -5.55 14.57
H27 -4.08 -3.04 -1.63
H28 -3.35 -1.45 -1.37
H29 -6.48 -1.43 7.19
H30 0.14 -1.55 -6.66
H31 -0.19 -4.89 -5.86
H32 -6.89 0.23 -9.51
H33 -1.41 -3.92 11.56
H34 -0.89 -6.68 13.47
H35 -3.43 1.77 -11.35
H36 7.72 7.25 -2.49
H37 0.01 -3.37 9.65
H38 -3.05 -3.94 3.21
H39 -5.48 -0.76 4.90
H40 -2.06 -3.52 0.87
H41 3.44 6.66 -3.73
H42 -5.39 -4.90 3.94
H43 3.40 8.72 -0.05
H44 -5.60 2.09 -12.29
H45 -2.06 0.09 -10.07
H46 0.93 -4.74 7.53
H47 2.87 -6.22 10.80
H48 -5.99 -4.12 8.66
H49 -6.28 -1.27 2.31
H50 4.24 -3.84 10.15
H51 5.78 9.32 -0.42
H52 -6.13 -5.38 6.26
H53 -5.37 -1.09 -0.06
H54 -2.32 -2.92 -1.08
H55 -7.53 -4.75 7.97
H56 1.57 -6.73 12.92

Energy relative to the best compared isomer or geometry (same formula, charge and spin)   17.097 eV
Charge   +2
Total energy   -10410.1682 hartree
E_HOMO   -0.3495 Ha
Gap between HOMO and LUMO   0.090 Eh

=====

Density functional theory data (wB97M-V/def2-TZVPD) for C48H56N5P2SSiTl as an isolated structure.

Positions of all 114 atoms, in Å:
Tl1 0.18 1.08 1.83
S1 -3.65 -1.81 2.71
P1 1.60 -1.11 -1.68
P2 -0.17 1.26 -3.25
Si1 3.44 1.13 2.24
N1 -3.54 6.67 5.24
N2 0.53 -2.75 -3.59
N3 -1.09 -0.82 -4.77
N4 2.04 0.13 2.38
N5 -1.80 -0.48 1.52
C1 3.21 -2.36 0.06
C2 3.33 2.62 3.39
C3 -3.00 4.27 2.75
C4 -2.40 -0.60 2.67
C5 2.38 -2.08 5.36
C6 3.02 -0.35 -2.58
C7 -0.32 4.76 2.21
C8 -0.35 -4.41 -5.07
C9 -0.29 -0.51 -3.79
C10 -1.14 -2.11 -5.20
C11 -3.00 6.05 4.44
C12 0.98 -1.97 2.98
C13 0.78 -3.03 3.85
C14 0.84 1.86 -4.68
C15 3.49 1.78 0.48
C16 -0.92 1.01 3.76
C17 -1.68 3.51 -3.23
C18 -3.55 -3.16 -1.11
C19 -2.82 0.15 5.01
C20 -3.35 -2.17 1.04
C21 1.88 -0.93 3.28
C22 -1.92 -1.41 -0.75
C23 3.14 -3.53 -2.14
C24 -2.32 5.27 3.44
C25 -0.57 1.77 4.88
C26 -3.97 -3.09 0.20
C27 -2.05 0.20 3.85
C28 -2.40 1.96 -5.04
C29 -1.85 2.02 -3.61
C30 1.48 -3.09 5.05
C31 -2.33 3.51 1.81
C32 2.31 -2.74 -1.13
C33 -2.02 -2.48 -6.23
C34 0.54 -1.51 -3.16
C35 -0.98 5.52 3.16
C36 -2.32 -1.34 0.57
C37 -1.21 -4.75 -6.08
C38 -2.86 1.37 -2.66
C39 -2.53 -2.32 -1.59
C40 -2.06 -3.78 -6.66
C41 1.15 -3.60 -0.60
C42 -2.47 0.92 6.10
C43 -0.31 -3.08 -4.61
C44 5.02 0.19 2.57
C45 -1.34 1.73 6.03
C46 2.57 -1.01 4.49
C47 -0.98 3.74 1.52
C48 -0.25 2.83 0.60
H1 3.24 -0.22 4.78
H2 2.53 2.17 0.14
H3 0.08 -3.80 3.59
H4 2.92 -2.11 6.29
H5 0.35 1.66 -5.64
H6 4.23 2.58 0.39
H7 -2.65 3.99 -3.25
H8 -1.06 2.33 6.89
H9 0.59 -3.08 0.18
H10 4.16 3.31 3.22
H11 -2.65 -1.71 -6.67
H12 -3.70 -0.48 5.07
H13 1.56 -4.52 -0.15
H14 -2.86 2.71 1.29
H15 4.95 -0.84 2.21
H16 0.29 -5.14 -4.60
H17 -1.26 -5.77 -6.43
H18 3.89 -0.35 -1.94
H19 2.41 3.18 3.23
H20 -0.45 6.30 3.69
H21 2.54 -3.90 -2.96
H22 -3.01 0.32 -2.91
H23 2.74 -1.64 0.74
H24 3.60 -4.38 -1.62
H25 -4.04 4.08 2.97
H26 -2.73 -4.07 -7.46
H27 3.35 2.32 4.44
H28 2.79 0.69 -2.82
H29 3.45 -3.26 0.64
H30 -4.76 -3.73 0.57
H31 -1.13 -0.75 -1.10
H32 0.44 -1.93 2.04
H33 -0.86 2.50 -0.24
H34 -3.83 1.88 -2.75
H35 -1.26 3.64 -2.23
H36 5.28 0.15 3.63
H37 0.31 2.40 4.85
H38 -4.02 -3.87 -1.78
H39 -2.54 1.43 -1.62
H40 -3.23 2.66 -5.12
H41 0.67 3.26 0.21
H42 3.26 -0.89 -3.50
H43 -3.07 0.90 7.00
H44 1.80 1.34 -4.67
H45 3.96 -2.93 -2.54
H46 4.16 -1.94 -0.28
H47 -2.23 -2.39 -2.63
H48 3.77 0.98 -0.19
H49 5.85 0.67 2.04
H50 1.33 -3.92 5.73
H51 1.03 2.92 -4.57
H52 -1.65 2.24 -5.78
H53 0.73 4.94 2.00
H54 -2.76 0.96 -5.28
H55 0.47 -3.89 -1.39
H56 -1.03 4.03 -3.94

Energy relative to the best compared isomer or geometry (same formula, charge and spin)   0.000 eV
Total energy   -3679.3877 hartree
E_HOMO   -0.2764 Ha
Gap between HOMO and LUMO   0.258 Eh